DFT (ωB97M-V/def2-TZVPD) results for C24H18F5IN14O2S2W as an isolated structure at a distorted geometry.

Each line ends with the natural charge from an NBO analysis.
CARTESIAN COORDINATES (ANGSTROEM)
W  0.2258  -0.3312  -0.3134  1.525
N  -1.6536  -0.1021  -3.4741  -0.601
C  -0.3985  -0.6944  -3.4856  0.450
N  0.1493  -1.1641  -4.5777  -0.399
N  1.3306  -1.6750  -4.1531  -0.092
N  1.4687  -1.5041  -2.8903  -0.091
N  0.3535  -0.8686  -2.4078  -0.461
C  -1.9656  0.7906  -2.4788  0.442
N  -2.9002  1.6971  -2.5604  -0.341
N  -2.9536  2.3256  -1.3628  -0.191
N  -2.0002  1.7460  -0.6269  0.035
N  -1.3542  0.7593  -1.2855  -0.398
H  -2.0178  0.1302  -4.3814  0.417
S  2.8497  -1.0670  3.6669  -0.268
C  1.9321  -0.8304  2.3539  0.235
N  1.2491  -0.6804  1.4192  -0.657
N  -0.7187  1.0279  1.0378  -0.649
C  -1.5602  2.0231  0.6232  0.223
C  -1.9748  3.2476  1.3063  -0.089
C  -3.2317  3.8402  1.0738  -0.150
C  -3.5904  5.0296  1.6949  -0.246
C  -2.7221  5.6752  2.5608  -0.252
C  -1.4651  5.1184  2.7756  -0.225
C  -1.0905  3.9373  2.1562  -0.183
H  -3.9238  3.3636  0.3984  0.228
H  -4.5678  5.4549  1.4922  0.193
H  -3.0076  6.6022  3.0455  0.192
H  -0.7535  5.6187  3.4223  0.199
H  -0.0924  3.5593  2.2987  0.246
C  -1.1751  -0.6988  4.1345  -0.263
O  -1.3293  -0.2849  2.7764  -0.528
C  -0.5985  0.7925  2.4235  0.949
O  0.0597  1.3958  3.2253  -0.600
H  -1.9700  -1.4179  4.3159  0.183
H  -1.2602  0.1481  4.8104  0.194
H  -0.2007  -1.1667  4.2769  0.208
F  1.3597  -2.5942  -0.3110  -0.434
C  0.7110  -3.9439  -0.4592  0.184
F  -0.2009  -3.7329  -1.4862  -0.402
C  1.8511  -4.6840  -1.1455  0.864
F  1.5772  -6.0169  -1.1477  -0.354
F  2.1080  -4.3716  -2.4305  -0.331
F  3.0107  -4.5194  -0.4688  -0.343
C  5.9788  1.5438  -2.6267  -0.644
C  4.7271  1.0177  -1.9764  0.272
C  4.6340  -0.3130  -1.5812  -0.370
C  3.4460  -0.7082  -1.0183  0.158
N  2.4341  0.1346  -0.8529  -0.574
C  2.5788  1.4210  -1.2577  0.271
S  1.2180  2.4118  -1.0194  -0.216
N  3.7333  1.8775  -1.8078  -0.506
H  6.8610  1.2902  -2.0335  0.207
H  5.9052  2.6248  -2.7307  0.227
H  6.1029  1.0979  -3.6176  0.216
H  5.4449  -1.0155  -1.7238  0.210
H  3.2946  -1.7221  -0.6754  0.236
I  -1.6386  -4.6876  3.2436  0.127
C  -2.0446  -3.4537  1.6050  -0.172
C  -3.2480  -3.5510  0.9504  -0.202
C  -3.3917  -2.7734  -0.1843  -0.250
C  -2.3785  -1.9156  -0.5602  0.079
N  -1.2576  -1.7394  0.1449  -0.467
C  -1.0691  -2.5671  1.1820  0.068
H  -4.0301  -4.2138  1.2961  0.218
H  -4.2821  -2.8371  -0.7961  0.217
H  -2.4633  -1.3506  -1.4716  0.220
H  -0.1139  -2.5061  1.6696  0.255

Output
- Relative energy (zero: lowest compared OMol25 entry of this formula, charge and spin): 59.6 kJ/mol
- Electronic energy: -3502.9737 Ha
- HOMO-LUMO gap (alpha / beta): 4.50 / 4.34 eV
- HOMO (alpha / beta): -1.00 / -0.83 eV
- Net charge: -2

***

DFT (ωB97M-V/def2-TZVPD) results for C29H17I2N2O3RuS5 as an isolated structure.

Each line ends with the natural charge from an NBO analysis.
CARTESIAN COORDINATES (ANGSTROEM)
Ru  -0.1389  0.8079  0.1630  0.569
I  -0.8329  1.8413  2.4704  0.504
C  0.5292  0.5546  3.4180  -0.163
C  0.4939  0.3569  4.7680  -0.283
C  1.5241  -0.3820  5.3919  -0.219
C  2.5652  -0.8623  4.6533  -0.210
C  2.6206  -0.6606  3.2494  -0.081
C  3.7049  -1.1391  2.4783  -0.235
C  3.7214  -0.9241  1.1280  -0.208
C  2.6479  -0.2764  0.4841  -0.268
C  1.5452  0.1919  1.1685  -0.115
C  1.5658  0.0341  2.5958  -0.056
H  -0.3060  0.7808  5.3628  0.208
H  1.4914  -0.5441  6.4632  0.196
H  3.3741  -1.4067  5.1296  0.193
H  4.5152  -1.6621  2.9756  0.189
H  4.5598  -1.2765  0.5358  0.194
H  2.6730  -0.1678  -0.5934  0.227
O  -2.0090  1.1070  -0.7396  -0.681
C  -3.1555  0.5876  -0.5487  0.426
C  -4.3161  1.2477  -1.0507  -0.240
C  -5.5786  0.7532  -0.8480  -0.213
C  -5.7831  -0.4376  -0.1346  -0.325
C  -4.6764  -1.1102  0.3398  -0.164
C  -3.3733  -0.6433  0.1376  -0.245
C  -2.2429  -1.4583  0.5571  0.440
N  -0.9877  -1.0960  0.7588  -0.475
C  -0.2819  -2.2290  1.0933  -0.059
C  -1.1169  -3.2950  1.1027  -0.113
N  -2.3579  -2.7931  0.7747  -0.523
H  -4.1467  2.1782  -1.5774  0.215
H  -6.4322  1.3018  -1.2329  0.190
H  -6.7809  -0.8144  0.0507  0.189
H  -4.8326  -2.0204  0.9128  0.177
H  0.7754  -2.1973  1.2869  0.231
H  -0.9470  -4.3372  1.3033  0.203
H  -3.1734  -3.3275  0.5436  0.411
S  3.2755  6.9181  2.5320  -0.271
C  2.1562  5.8889  1.8326  -0.576
S  0.4563  6.0663  1.9830  0.458
C  -0.0840  4.7094  0.9924  -0.366
C  0.9442  3.9960  0.4595  -0.492
S  0.8861  2.6543  -0.6729  0.042
S  2.5593  4.5319  0.8759  0.479
S  -1.7847  4.4840  0.8710  -0.404
I  3.0704  -1.5549  -7.9612  0.068
C  2.0692  -1.3306  -6.1290  -0.141
C  2.4656  -0.3299  -5.2564  -0.268
C  1.7998  -0.1917  -4.0454  -0.159
C  0.7519  -1.0420  -3.7132  -0.116
C  0.3690  -2.0321  -4.6081  -0.166
C  1.0241  -2.1878  -5.8214  -0.275
C  0.0133  -0.9068  -2.3834  0.783
O  -0.9684  -1.6208  -2.1939  -0.695
O  0.5313  -0.0160  -1.6342  -0.705
H  3.2790  0.3352  -5.5139  0.216
H  2.0794  0.5816  -3.3412  0.253
H  -0.4562  -2.6740  -4.3278  0.239
H  0.7255  -2.9615  -6.5162  0.210

Output
- Relative energy (zero: lowest compared OMol25 entry of this formula, charge and spin): 3.8 kJ/mol
- Electronic energy: -4131.9429 Ha
- HOMO-LUMO gap (alpha / beta): 4.68 / 4.71 eV
- HOMO (alpha / beta): -1.48 / -1.51 eV
- Multiplicity: 2
- Net charge: -2

***

DFT (ωB97M-V/def2-TZVPD) results for a 2-piece molecular cluster, CH3ClN2S overall at a distorted geometry.

Each line ends with the natural charge from an NBO analysis.
CARTESIAN COORDINATES (ANGSTROEM)
C  -1.2108  -1.7175  0.9940  0.225
N  -0.9647  -1.6832  -0.1976  -0.654
N  0.0323  0.9287  0.2698  -0.939
S  -0.2722  0.6521  1.8596  0.189
Cl  -2.0020  -2.6745  2.1184  0.055
H  -1.1788  -2.5581  -0.7612  0.372
H  -0.4032  1.5076  -0.4016  0.382
H  1.0426  1.0967  0.1418  0.371

Output
- Relative energy (zero: lowest compared OMol25 entry of this formula, charge and spin): 281.8 kJ/mol
- Electronic energy: -1007.6749 Ha
- HOMO-LUMO gap (alpha / beta): 7.80 / 7.64 eV
- HOMO (alpha / beta): -8.20 / -8.15 eV
- Net charge: 0

***

DFT (ωB97M-V/def2-TZVPD) results for a single C2H3ClOS molecule at a distorted geometry.

Each line ends with the natural charge from an NBO analysis.
CARTESIAN COORDINATES (ANGSTROEM)
C  0.2011  -0.0762  -0.1463  -0.752
C  1.5665  -0.5947  0.0646  0.551
O  2.1112  -1.6495  0.1160  -0.492
S  2.8212  0.9624  0.0798  0.041
Cl  4.4573  -0.1818  -0.0949  -0.137
H  -0.0816  -0.9531  -0.7909  0.263
H  -0.3632  0.0347  0.8214  0.270
H  0.3567  0.9098  -0.6977  0.257

Output
- Relative energy (zero: lowest compared OMol25 entry of this formula, charge and spin): 62.6 kJ/mol
- Electronic energy: -1011.5967 Ha
- HOMO-LUMO gap: 9.38 eV
- HOMO: -9.17 eV
- SMILES string: CC(=O)SCl
- Net charge: 0